127
Properties=species:S:1:pos:R:3:lowdin_charge:R:1 method="wB97M-V/def2-TZVPD" homo_ev=-5.10 total_energy_ev=-76818.27643 charge=-1
O -11.4758 -1.1947 1.9565 0.036
H -6.2637 7.1388 0.9158 0.073
H -9.2270 -3.0123 -1.0780 0.093
H 5.7259 -3.1879 -1.8422 0.079
H 8.0392 -3.6704 0.4224 0.025
C 2.0965 3.3380 -1.9973 -0.187
H -5.7144 5.4843 3.4280 0.121
H 2.4737 4.2096 -0.0710 0.085
C 2.1388 -5.3448 1.5777 -0.198
H 2.6873 -6.2630 1.3760 0.100
C -10.6655 -0.9508 0.9263 -0.613
H 6.8468 0.4886 -2.7755 0.028
C 7.0524 0.6928 1.6853 -0.549
H -0.1023 6.7425 -4.6741 0.094
H 0.6671 -3.3462 0.3510 0.096
H -2.5002 -2.7164 -1.8661 0.118
H -6.4957 0.2019 0.0038 0.083
H -13.4217 1.5106 2.5153 0.079
C 7.6284 0.7539 -2.0617 -0.400
C 3.6230 0.7132 0.7973 -0.035
C -4.0422 5.3493 0.7043 -0.611
H -13.8489 0.0027 1.6841 0.081
H -10.0846 -1.5618 -1.6125 0.099
C 2.9921 4.0608 -1.0210 -0.052
H 3.7714 1.5731 1.4479 0.098
H -7.0498 7.3427 2.4857 0.078
H 7.7115 -3.5607 2.7825 0.088
O -10.3458 -2.1175 0.3684 0.008
O 2.3893 0.8576 0.0614 -0.016
O -3.7828 6.4946 0.4386 0.123
C 6.7309 -3.5067 -2.1148 -0.238
O -4.8103 4.9345 1.7139 0.035
H -1.6862 -5.1718 -0.1428 0.112
C -1.2002 -4.1965 -0.1500 -0.212
H -1.7568 1.0144 -0.1499 0.090
C -5.3907 5.9736 2.5111 -0.216
C -4.5678 0.4539 -1.0683 -0.109
C 0.7545 -5.4468 0.9095 -0.209
C 6.8437 2.9909 -0.9530 0.030
C -9.5201 -2.0057 -0.7939 -0.032
C 7.3779 -2.6864 2.2155 -0.303
H -7.3073 5.8650 1.5381 0.081
Nb 7.8514 -0.9491 -0.5060 1.601
H -0.5059 2.4351 2.2418 0.079
C 7.6750 -2.3149 -2.2984 -0.356
H -2.2250 2.4138 1.8221 0.084
H 1.8505 2.3557 -1.6095 0.097
H 2.6233 -3.8482 0.0950 0.098
H 0.8583 -5.9316 -0.0615 0.111
H 3.9010 3.4850 -0.8416 0.063
C -6.5735 6.6206 1.8220 -0.068
H -1.9673 5.2226 -0.8431 0.090
H -8.6261 -1.4190 -0.5948 0.081
H -4.6299 6.7075 2.7762 0.123
O 7.4334 -5.0770 -3.7804 0.091
H 7.2754 -1.7197 -3.1197 0.033
H 6.0122 -0.8949 -0.3123 -0.068
H 4.8387 -3.8999 0.0598 0.073
H 6.6246 3.8274 -0.3428 0.006
H 7.6543 -1.8354 2.8304 0.080
H 7.0981 -4.2430 -1.4126 0.093
C 0.8461 5.1056 -2.9188 -0.611
C -11.9333 -0.0344 2.6645 -0.214
O 0.2591 1.0401 0.0058 0.029
C -1.0207 1.0778 0.6438 -0.205
H -1.5988 7.0180 -3.7594 0.090
H 6.1222 -4.9764 2.2197 0.101
C -13.0323 0.6883 1.9150 -0.067
O -10.2755 0.1302 0.5721 0.125
N -3.9663 -1.6488 -0.8816 -0.118
H 0.1085 -6.0839 1.5126 0.106
C 4.4817 -4.5372 0.8617 -0.204
H 3.6250 -0.2050 1.3789 0.088
C -1.2142 2.3639 1.4170 -0.048
C 6.6357 -4.2514 -3.4263 -0.548
H 8.5424 0.8859 -2.6411 0.034
H 8.6695 -2.6512 -2.5794 0.043
H -12.6641 1.0941 0.9742 0.074
O 1.7966 5.5924 -3.4706 0.129
C 8.1737 -2.6886 0.8825 -0.356
C 2.9966 -4.1852 1.0595 -0.213
H 4.5662 -5.5741 0.5414 0.104
C 0.0245 -4.1080 0.7683 -0.216
C 5.8579 -2.8012 2.0965 -0.235
H -11.0926 0.6251 2.8785 0.124
H -3.4091 5.0098 -1.8725 0.101
H -5.7248 -2.3589 0.1844 0.107
O 6.2834 0.6918 2.5800 0.077
O -0.4072 5.5815 -2.9723 -0.023
C -3.5813 -0.4423 -1.3758 -0.118
C 7.2463 2.0097 -1.4961 -0.331
O 5.6003 -3.9423 -4.2502 0.092
C -0.5341 6.8155 -3.6785 -0.042
H 9.2298 -2.6379 1.1621 0.025
H -2.8137 -3.4995 1.0462 0.115
O 1.2416 0.5436 1.9797 0.129
H 3.2771 5.0452 -1.4014 0.077
H -0.3108 -3.7852 1.7535 0.118
C -5.5869 -0.2248 -0.3727 -0.098
H 4.6352 -4.3108 2.9617 0.099
H -4.5814 1.5016 -1.3060 0.087
H -2.6664 -0.2191 -1.8877 0.119
O 0.8305 4.0141 -2.1673 0.037
O -3.5986 4.2763 0.0586 -0.010
H 5.4245 -2.2524 2.9303 0.102
H 5.4771 -2.3303 1.1958 0.043
C -2.2515 -3.1219 0.1935 -0.183
H 9.6735 -0.9319 -0.8317 -0.109
C -5.1899 -1.5520 -0.2760 -0.092
N 8.0499 0.4921 1.0409 -0.053
H -3.7549 -3.7356 -1.1966 0.127
H 2.5801 3.2055 -2.9651 0.130
H -0.0565 7.6198 -3.1209 0.099
H -0.8726 -4.0062 -1.1725 0.108
H 5.0582 -3.2742 -3.8131 0.102
H 2.0065 -5.2608 2.6546 0.107
H -2.3962 3.6176 -1.4472 0.092
H 4.4248 0.6732 0.0658 0.053
C 1.2947 0.7789 0.8016 -0.623
H -1.1466 0.2032 1.2830 0.120
H -12.3118 -0.4091 3.6137 0.121
H 2.9280 -3.3149 1.7104 0.115
C 5.3194 -4.2519 2.1187 -0.185
C -2.7938 4.5640 -1.0921 -0.040
C -3.1493 -2.8536 -1.0083 -0.144
H -1.0525 3.2244 0.7669 0.071
H -1.7574 -2.2104 0.5196 0.104